(1)
12
Properties=species:S:1:pos:R:3:lowdin_charge:R:1 method="wB97M-V/def2-TZVPD" spin_multiplicity=1 e_homo_ev=-8.979 de_lowest_kj_mol=545.7 e_tot_ha=-265.3277 gap_ev=10.19
N 1.276 -0.787 0.724 0.062
C 0.390 -0.767 -0.645 -0.148
C 1.027 0.390 -0.021 -0.292
C -0.356 1.114 0.147 -0.190
N -1.279 0.321 0.924 0.053
C -1.018 -0.076 -0.443 -0.203
H 0.484 -1.492 0.781 0.104
H 0.731 -1.311 -1.512 0.123
H 1.921 0.867 -0.418 0.142
H -0.536 2.176 0.005 0.128
H -0.793 -0.268 1.602 0.092
H -1.846 -0.167 -1.144 0.130



(2)
12
Properties=species:S:1:pos:R:3:lowdin_charge:R:1 method="wB97M-V/def2-TZVPD" spin_multiplicity=1 e_homo_ev=-9.012 de_lowest_kj_mol=102.4 e_tot_ha=-265.4966 gap_ev=10.05
C -1.807 -0.238 0.082 -0.069
C -0.263 -0.085 0.112 -0.232
C 0.344 1.175 0.316 -0.163
N 1.657 1.183 0.117 0.011
N 1.941 -0.072 -0.216 -0.077
C 0.865 -0.902 -0.260 -0.053
H -2.319 0.454 -0.621 0.077
H -1.991 -1.245 -0.273 0.055
H -2.371 -0.128 1.031 0.073
H -0.164 2.075 0.634 0.106
H 2.922 -0.290 -0.367 0.150
H 1.186 -1.927 -0.555 0.121



(3)
12
Properties=species:S:1:pos:R:3:lowdin_charge:R:1 method="wB97M-V/def2-TZVPD" spin_multiplicity=1 e_homo_ev="-8.917 / -8.691" de_lowest_kj_mol=409.6 e_tot_ha=-265.3796 gap_ev="7.74 / 8.66"
C -1.646 -0.224 -0.212 -0.052
C -0.279 0.312 0.191 -0.458
C 0.792 -0.635 0.080 -0.037
C 2.163 -0.256 -0.186 -0.293
N 2.382 0.891 0.253 0.202
N -0.070 1.530 0.553 0.133
H -2.428 0.185 0.433 0.076
H -1.865 0.062 -1.247 0.084
H -1.692 -1.316 -0.159 0.070
H 0.627 -1.659 0.415 0.105
H 2.921 -0.990 -0.495 0.109
H -0.904 2.100 0.373 0.061



(4)
12
Properties=species:S:1:pos:R:3:lowdin_charge:R:1 method="wB97M-V/def2-TZVPD" spin_multiplicity=1 e_homo_ev=-9.850 de_lowest_kj_mol=164.1 e_tot_ha=-265.4731 gap_ev=10.71
N 3.169 -0.039 -0.208 0.147
C 2.045 -0.142 0.049 -0.164
C 0.629 -0.276 0.393 -0.350
C -0.345 0.905 0.226 -0.115
C -1.346 -0.202 -0.141 -0.196
N -0.219 -1.116 -0.504 -0.006
H 0.560 -0.683 1.409 0.145
H -0.532 1.564 1.078 0.106
H -0.081 1.486 -0.664 0.114
H -2.084 -0.019 -0.926 0.109
H -1.849 -0.606 0.746 0.110
H 0.054 -0.871 -1.459 0.101



(5)
12
Properties=species:S:1:pos:R:3:lowdin_charge:R:1 method="wB97M-V/def2-TZVPD" spin_multiplicity=1 e_homo_ev=-9.991 de_lowest_kj_mol=152.5 e_tot_ha=-265.4775 gap_ev=10.81
N 3.180 0.139 -0.351 0.142
C 2.059 -0.002 -0.105 -0.160
C 0.649 -0.217 0.242 -0.356
C -0.354 0.955 0.275 -0.107
C -1.346 -0.111 -0.221 -0.198
N -0.194 -0.835 -0.788 -0.014
H 0.607 -0.746 1.209 0.145
H -0.535 1.439 1.236 0.107
H -0.128 1.692 -0.498 0.116
H -2.128 0.164 -0.933 0.106
H -1.791 -0.628 0.644 0.110
H -0.235 -1.849 -0.776 0.109



(6)
12
Properties=species:S:1:pos:R:3:lowdin_charge:R:1 method="wB97M-V/def2-TZVPD" spin_multiplicity=1 e_homo_ev=-8.855 de_lowest_kj_mol=299.9 e_tot_ha=-265.4213 gap_ev=9.71
C 1.467 -0.674 0.561 -0.033
C 0.234 -0.020 0.042 -0.332
C -0.124 1.293 -0.147 -0.053
C -1.445 1.264 -0.730 -0.169
N -1.791 -0.044 -0.892 -0.034
N -0.821 -0.771 -0.371 0.003
H 1.236 -1.336 1.405 0.083
H 1.949 -1.275 -0.217 0.081
H 2.176 0.081 0.904 0.080
H 0.526 2.137 0.071 0.094
H -2.474 1.116 -0.251 0.125
H -0.932 -1.770 -0.374 0.156



(7)
12
Properties=species:S:1:pos:R:3:lowdin_charge:R:1 method="wB97M-V/def2-TZVPD" spin_multiplicity=1 e_homo_ev=-10.354 de_lowest_kj_mol=212.4 e_tot_ha=-265.4547 gap_ev=11.23
N -2.976 -0.331 -1.109 0.137
C -2.047 0.159 -0.623 -0.275
C -0.885 0.726 0.010 -0.159
C 0.155 -0.216 0.487 -0.358
C 1.308 -0.624 -0.331 -0.138
N 1.469 0.340 0.751 0.025
H -0.669 1.292 -1.068 0.189
H -1.123 1.561 0.682 0.126
H -0.245 -0.957 1.172 0.145
H 1.432 -0.209 -1.327 0.105
H 1.690 -1.633 -0.205 0.107
H 1.890 -0.108 1.561 0.096



(8)
12
Properties=species:S:1:pos:R:3:lowdin_charge:R:1 method="wB97M-V/def2-TZVPD" spin_multiplicity=1 e_homo_ev=-8.614 de_lowest_kj_mol=566.4 e_tot_ha=-265.3198 gap_ev=9.10
C -0.786 2.192 -0.796 -0.145
C -0.152 0.758 -0.717 -0.065
C 0.881 -0.042 -0.549 0.007
C 1.426 -1.452 -0.170 -0.142
N 0.752 -2.137 0.735 -0.115
N -0.489 -2.016 1.060 0.025
H -2.007 2.359 -0.871 0.122
H -0.384 2.827 -1.467 -0.023
H -0.333 2.879 0.150 0.129
H 2.329 -1.725 -0.491 0.030
H -0.616 -2.581 1.953 0.136
H -0.621 -1.063 1.162 0.040



(9)
12
Properties=species:S:1:pos:R:3:lowdin_charge:R:1 method="wB97M-V/def2-TZVPD" spin_multiplicity=1 e_homo_ev=-10.351 de_lowest_kj_mol=84.4 e_tot_ha=-265.5034 gap_ev=10.86
C -1.220 -0.818 -0.479 -0.056
C 0.040 -0.491 0.332 -0.393
C 1.244 -0.052 -0.458 -0.111
N 1.553 1.170 -0.219 0.083
C 0.575 1.569 0.740 -0.206
N -0.261 0.688 1.134 0.077
H -1.071 -1.630 -1.194 0.075
H -2.013 -1.096 0.220 0.077
H -1.549 0.078 -1.016 0.084
H 0.298 -1.344 0.974 0.149
H 1.843 -0.672 -1.124 0.115
H 0.562 2.597 1.089 0.106



(10)
12
Properties=species:S:1:pos:R:3:lowdin_charge:R:1 method="wB97M-V/def2-TZVPD" spin_multiplicity=1 e_homo_ev="-7.812 / -8.692" de_lowest_kj_mol=657.8 e_tot_ha=-265.2850 gap_ev="8.04 / 9.01"
C -1.140 0.170 0.263 0.061
C -2.298 -0.030 0.768 0.016
C 0.295 0.470 0.315 -0.594
C 1.174 -0.382 -0.579 -0.030
N 0.756 1.790 0.610 0.018
N 0.770 0.864 1.593 0.128
H -2.471 -0.164 1.751 0.032
H -3.090 -0.090 0.181 0.011
H 1.506 -1.309 -0.120 0.079
H 2.091 0.135 -1.070 0.112
H 0.653 -0.703 -1.398 0.030
H 1.631 2.207 0.235 0.137



(11)
12
Properties=species:S:1:pos:R:3:mulliken_spin:R:1 method="wB97M-V/def2-TZVPD" spin_multiplicity=3 e_homo_ev="-5.372 / -9.601" de_lowest_kj_mol=243.9 e_tot_ha=-265.2775 gap_ev="6.37 / 7.48"
C 0.654 1.317 -0.236 0.800
C -0.696 0.838 0.217 -0.065
C 0.223 -1.436 -0.525 0.127
C -0.369 -0.555 0.553 0.062
N 1.640 0.454 -0.082 0.634
N 1.062 -0.735 0.318 0.267
H 0.902 2.363 -0.495 0.019
H -1.165 1.332 1.083 0.077
H -1.485 1.020 -0.441 0.060
H 0.129 -2.406 -0.199 0.002
H 0.011 -1.100 -1.602 0.006
H -0.904 -1.091 1.407 0.011



(12)
13
Properties=species:S:1:pos:R:3:lowdin_charge:R:1 method="wB97M-V/def2-TZVPD" spin_multiplicity=1 e_homo_ev="-7.098 / -7.097" de_lowest_kj_mol=303.5 e_tot_ha=-340.6793 gap_ev="8.02 / 8.02"
C -1.929 0.287 -0.036 -0.068
C -0.469 0.315 -0.507 -0.155
O 0.207 1.461 -0.769 0.012
C 1.459 1.366 -0.554 -0.285
N 1.905 0.279 -0.008 0.094
C 0.896 -0.557 0.131 -0.264
N 0.856 -1.865 0.536 0.116
H -2.148 -0.788 0.162 0.076
H -1.966 0.904 0.874 0.069
H -2.652 0.778 -0.753 0.086
H 2.175 2.153 -0.981 0.159
H 1.675 -2.150 1.035 0.092
H -0.009 -2.182 0.871 0.068